# 1
The following is a DFT calculation (ωB97M-V/def2-TZVPD) of 2 unconnected molecules or ions with the total composition CH6N2O.

Each line ends with the Löwdin charge.
CARTESIAN COORDINATES (ANGSTROEM)
O  -0.74326  1.01374  -0.66606  0.00
N  1.85639  0.65032  1.22122  0.01
N  -1.19361  -1.19649  -0.52309  0.12
C  -1.44380  0.06920  -0.94281  -0.42
H  1.50412  0.72798  0.27064  -0.02
H  2.78363  0.24750  1.19469  0.00
H  -0.43362  -1.35880  0.11901  0.10
H  1.87866  1.61527  1.53465  0.01
H  -1.92109  -1.89097  -0.56102  0.09
H  -2.28740  0.12226  -1.64724  0.12

Computed properties:
- structure (SMILES) = NC=O.N
- highest occupied orbital energy (eV) = -9.8
- E (hartree) = -226.462042
- LUMO energy (eV) = 1.00


# 2
The following is a DFT calculation (ωB97M-V/def2-TZVPD) of a molecular structure, CH6N2O in a non-equilibrium geometry.

Each line ends with the Löwdin charge.
CARTESIAN COORDINATES (ANGSTROEM)
O  -0.58981  0.42119  1.25066  -0.20
N  -0.80057  -0.84813  1.54198  -0.08
N  -0.48935  0.73731  -0.56593  -0.01
C  0.80457  0.32180  -0.88715  -0.23
H  1.63008  1.04964  -0.87653  0.09
H  1.01767  -0.72023  -0.63881  0.07
H  -1.74653  -1.25677  1.40683  0.10
H  0.02434  -1.54959  1.43422  0.12
H  -0.56874  1.75383  -0.75894  0.09
H  0.71834  0.09095  -1.90632  0.06

Computed properties:
- highest occupied orbital energy (spin up / spin down) (eV) = -8.4 / -8.4
- E (hartree) = -226.263494
- LUMO energy (spin up / spin down) (eV) = 0.88 / 0.88


# 3
The following is a DFT calculation (ωB97M-V/def2-TZVPD) of CH6N2O in the gas phase in a non-equilibrium geometry.

Each line ends with the Löwdin charge.
CARTESIAN COORDINATES (ANGSTROEM)
O  -0.21141  -1.19671  -1.24774  -0.08
N  -1.07798  0.67076  1.00021  0.03
N  0.21453  -0.09226  0.77326  -0.09
C  0.63915  -0.23260  -0.59949  -0.31
H  -1.01148  1.62436  0.68035  0.06
H  0.66880  0.64086  -1.12937  0.08
H  1.66183  -0.53275  -0.61740  0.11
H  0.86340  0.45218  1.32957  0.10
H  -0.47397  -1.79500  -0.49055  0.11
H  -1.79501  0.14812  0.67448  0.01

Computed properties:
- structure (SMILES) = NNCO
- highest occupied orbital energy (eV) = -9.5
- E (hartree) = -226.383482
- LUMO energy (eV) = 1.00


# 4
The following is a DFT calculation (ωB97M-V/def2-TZVPD) of 3 unconnected molecules or ions with the total composition CH6N2O in a non-equilibrium geometry.

Each line ends with the Löwdin charge.
CARTESIAN COORDINATES (ANGSTROEM)
O  -5.63198  -2.05985  2.65088  -0.31
N  2.87192  1.85349  -2.51836  0.26
N  1.33875  0.45273  -0.64336  0.13
C  2.47117  1.11545  -1.34981  -0.04
H  3.90476  1.88242  -2.40462  0.11
H  -4.08045  -2.52201  2.08174  0.31
H  0.40538  0.03010  -1.11304  0.20
H  3.00282  1.71865  -0.47531  0.18
H  -5.94206  -2.44400  3.53005  0.00
H  1.65968  -0.02697  0.24182  0.14

Computed properties:
- total charge = +1
- highest occupied orbital energy (spin up / spin down) (eV) = -12.8 / -12.8
- E (hartree) = -225.851728
- LUMO energy (spin up / spin down) (eV) = -6.44 / -8.78
- expectation value of S² = 0.76
- multiplicity = 2


# 5
The following is a DFT calculation (ωB97M-V/def2-TZVPD) of 2 unconnected molecules or ions with the total composition CH6N2O2.

Each line ends with the Löwdin charge.
CARTESIAN COORDINATES (ANGSTROEM)
O  0.94292  -0.34407  -0.35829  0.01
O  0.30344  2.21689  -1.37282  -0.08
N  0.09373  -1.64530  1.26993  0.15
N  -1.25318  -0.12084  0.14320  0.16
C  -0.01618  -0.67228  0.32256  -0.67
H  0.66828  2.79544  -0.68943  0.04
H  -1.88877  -0.04515  0.92189  0.10
H  -1.25525  0.63850  -0.51278  0.08
H  0.93810  1.48427  -1.27525  0.01
H  1.02038  -1.96414  1.47313  0.10
H  -0.64152  -1.96473  1.86433  0.09

Computed properties:
- structure (SMILES) = NC(N)=O.O
- highest occupied orbital energy (eV) = -10.1
- E (hartree) = -301.736599
- LUMO energy (eV) = 0.72


# 6
The following is a DFT calculation (ωB97M-V/def2-TZVPD) of 3 unconnected molecules or ions with the total composition CH6N2O2 in a non-equilibrium geometry.

Each line ends with the Löwdin charge.
CARTESIAN COORDINATES (ANGSTROEM)
O  -2.67736  -0.86446  -0.08397  0.01
O  -0.37772  -0.00230  1.88062  -0.14
N  2.20929  -0.24115  -1.01612  0.04
N  -0.79943  1.14250  1.23974  0.00
C  -2.30751  0.16896  -0.53925  -0.07
H  -1.74524  1.17325  1.65587  0.03
H  0.47367  -0.31026  1.52235  0.08
H  -2.15554  0.50199  -1.59770  0.07
H  1.79949  -1.15624  -0.93938  0.01
H  2.73011  -0.31424  -1.82778  -0.02
H  2.85024  -0.09805  -0.29438  -0.01

Computed properties:
- highest occupied orbital energy (spin up / spin down) (eV) = -8.0 / -8.9
- E (hartree) = -301.502483
- LUMO energy (spin up / spin down) (eV) = 0.38 / 0.49


ΔE to the lowest compared entry with this formula, charge and spin per entry: 0.150; 5.553; 2.288; 6.946; 0.204; 6.575 eV
Molar mass per entry: 62.1; 62.1; 62.1; 62.1; 78.1; 78.1 g mol⁻¹